79
Properties=species:S:1:pos:R:3:forces:R:3:lowdin_spin:R:1 method="wB97M-V/def2-TZVPD" charge=0 multiplicity=2 gap_ha="0.1961 / 0.2210" homo_ha="-0.2198 / -0.2371"
V -0.0499 -0.8333 -0.0393 -0.2 0.4 0.2 0.73
N -1.7488 -0.4517 -1.6597 0.0 0.1 -0.1 0.00
C -3.1115 -0.6374 -1.1424 0.0 0.1 0.0 0.00
C -3.0768 -1.4826 0.1244 0.2 0.0 0.1 0.01
O -4.1161 -1.9892 0.5395 -0.2 0.0 0.0 0.01
N -1.8567 -1.5834 0.6616 -0.1 -0.1 0.1 0.00
C -1.7275 -2.5178 1.7623 -0.1 0.0 -0.1 0.00
C -0.2998 -3.0170 1.8032 0.2 0.1 -0.2 0.00
O 0.1130 -3.7846 2.6441 0.0 -0.2 0.1 0.00
O 0.4598 -2.5300 0.8365 0.0 -0.2 -0.1 0.01
H -1.4888 -1.2679 -2.2089 -0.1 0.0 0.0 0.00
H -1.6959 0.3223 -2.3138 -0.1 0.0 0.0 0.00
H -3.5373 0.3356 -0.8940 0.0 0.0 0.0 0.00
H -3.7815 -1.1151 -1.8584 0.0 0.0 0.0 0.00
H -1.9726 -2.0691 2.7323 0.0 0.0 0.0 0.00
H -2.3978 -3.3744 1.6495 0.0 0.0 0.0 0.00
C -2.9345 1.7486 1.6643 0.0 0.0 0.0 0.00
C -1.9791 2.7004 0.9552 0.0 0.0 0.0 0.00
C -2.1464 2.7417 -0.5563 0.0 0.0 0.0 0.00
C -0.5237 2.4184 1.3430 0.1 -0.1 0.1 0.00
C -0.2255 2.9534 2.7488 0.0 0.0 0.0 0.00
O 0.3346 1.8392 3.4523 0.0 0.2 0.1 0.00
C 0.3574 0.8000 2.6075 -0.1 0.0 -0.3 0.01
N -0.1179 0.9802 1.4245 -0.1 0.2 0.1 0.00
C 1.0140 -0.3717 3.2329 0.0 0.0 0.0 0.00
C 0.6679 -0.6780 4.5439 0.0 0.0 0.0 0.00
C 1.3466 -1.6740 5.2250 0.0 0.0 0.0 0.00
C 2.4087 -2.3221 4.6168 0.0 0.0 0.0 0.00
C 2.7689 -2.0044 3.3155 0.0 0.0 0.0 0.00
C 2.0599 -1.0512 2.6012 0.1 -0.1 0.1 0.00
P 2.3075 -0.6723 0.8433 -0.3 -0.1 0.0 0.01
C 3.4325 0.7633 0.9330 0.1 0.0 0.1 0.00
C 4.7185 0.6296 1.4573 0.0 0.1 0.0 0.00
C 5.5473 1.7318 1.5723 0.0 0.0 0.0 0.00
C 5.1012 2.9856 1.1695 0.0 0.0 0.0 0.00
C 3.8249 3.1307 0.6511 0.0 0.0 0.0 0.00
C 2.9969 2.0209 0.5350 0.0 0.0 0.0 0.00
C 3.3407 -1.9529 0.0741 0.1 0.1 0.0 0.00
C 3.1858 -3.3179 0.3166 0.0 0.0 0.0 0.00
C 3.8760 -4.2416 -0.4557 0.0 0.0 0.0 0.00
C 4.7065 -3.8224 -1.4848 0.0 0.0 0.0 0.00
C 4.8538 -2.4670 -1.7410 0.0 0.0 0.0 0.00
C 4.1770 -1.5386 -0.9659 0.0 -0.1 0.0 0.00
H -3.9703 1.9745 1.4100 0.0 0.0 0.0 0.00
H -2.8412 1.8293 2.7503 0.0 0.0 0.0 0.00
H -2.7243 0.7122 1.4018 0.0 0.0 0.0 0.00
H -2.1768 3.7151 1.3228 0.0 0.0 0.0 0.00
H -1.7709 1.8249 -0.9983 0.0 -0.1 0.0 0.00
H -1.5757 3.5704 -0.9818 0.0 0.0 0.0 0.00
H -3.1914 2.8719 -0.8408 0.0 0.0 0.0 0.00
H 0.1264 2.9002 0.6064 0.0 0.0 0.0 0.00
H -1.1270 3.2686 3.2743 0.0 0.0 0.0 0.00
H 0.5036 3.7617 2.7612 0.0 0.0 0.0 0.00
H -0.1320 -0.1330 5.0279 0.0 0.0 0.0 0.00
H 1.0506 -1.9339 6.2319 0.0 0.0 0.0 0.00
H 2.9516 -3.0911 5.1499 0.0 0.0 0.0 0.00
H 3.5921 -2.5243 2.8446 0.0 0.0 0.0 0.00
H 5.0740 -0.3464 1.7663 0.0 0.0 0.0 0.00
H 6.5440 1.6149 1.9775 0.0 0.0 0.0 0.00
H 5.7514 3.8459 1.2594 0.0 0.0 0.0 0.00
H 3.4737 4.1033 0.3306 0.0 0.0 0.0 0.00
H 2.0016 2.1334 0.1267 0.0 0.0 0.0 0.00
H 2.4969 -3.6610 1.0755 0.0 0.0 0.0 0.00
H 3.7469 -5.2978 -0.2587 0.0 0.0 0.0 0.00
H 5.2259 -4.5497 -2.0949 0.0 0.0 0.0 0.00
H 5.4851 -2.1291 -2.5525 0.0 0.0 0.0 0.00
H 4.2898 -0.4833 -1.1878 0.0 0.0 0.0 0.00
N 2.3775 -3.5756 -5.2312 -0.1 0.1 0.1 0.00
C 2.0885 -2.6433 -4.6231 0.1 -0.2 -0.2 0.00
C 1.7450 -1.4729 -3.8717 0.3 0.8 -0.6 0.00
C 1.9299 -0.1757 -4.4167 -0.2 -0.6 0.7 0.06
C 1.6174 0.8946 -3.5898 0.2 0.0 -0.5 0.00
C 1.1617 0.6812 -2.3092 -0.3 -1.2 0.5 0.06
N 0.9560 -0.5811 -1.7914 0.4 0.6 -0.8 0.04
C 1.2638 -1.6285 -2.5960 -0.1 0.3 0.7 0.03
H 2.3083 -0.0435 -5.4181 0.0 0.0 0.0 0.00
H 1.7496 1.9126 -3.9321 0.0 0.0 0.0 0.00
H 0.9516 1.5074 -1.6440 0.0 0.0 0.0 0.01
H 1.1437 -2.6196 -2.1695 0.0 0.0 0.0 0.00

***

80
Properties=species:S:1:pos:R:3:forces:R:3:lowdin_charge:R:1 method="wB97M-V/def2-TZVPD" charge=+1 multiplicity=1 gap_ha=0.3175 homo_ha=-0.3908
Ag -1.0636 0.9284 -0.2694 0.0 0.0 -0.1 0.58
O 1.8052 -0.7193 -0.6972 0.0 -0.1 0.0 -0.36
P 2.0192 -2.1559 -0.3484 0.0 0.0 0.1 0.74
C 0.4906 -3.0832 -0.0163 0.0 0.0 0.0 -0.28
P -0.9258 -2.8353 -1.1378 0.0 0.0 0.1 0.72
O -1.4295 -1.4363 -1.2163 0.1 0.0 0.0 -0.39
C -2.1817 -3.9423 -0.4671 0.0 0.0 0.0 -0.27
C -3.4814 -3.4483 -0.3994 0.0 0.0 0.0 -0.08
C -4.5011 -4.2382 0.1127 0.0 0.0 0.0 -0.06
C -4.2257 -5.5228 0.5568 0.0 0.0 0.0 -0.07
C -2.9315 -6.0235 0.4854 0.0 0.0 0.0 -0.07
C -1.9120 -5.2372 -0.0256 0.0 0.0 0.0 -0.08
C -0.4068 -3.4506 -2.7449 0.0 0.0 0.0 -0.27
C 0.2407 -4.6716 -2.9202 0.0 0.0 0.0 -0.08
C 0.6122 -5.0827 -4.1885 0.0 0.0 0.0 -0.07
C 0.3369 -4.2786 -5.2880 0.0 0.0 0.0 -0.07
C -0.3137 -3.0657 -5.1202 0.0 0.0 0.0 -0.07
C -0.6876 -2.6508 -3.8492 0.0 0.0 0.0 -0.08
C 2.8824 -3.0463 -1.6538 0.0 0.1 0.0 -0.28
C 3.4948 -4.2771 -1.4341 0.0 0.0 0.0 -0.07
C 4.1204 -4.9372 -2.4805 0.0 0.0 0.0 -0.07
C 4.1404 -4.3682 -3.7467 0.0 0.0 0.0 -0.07
C 3.5360 -3.1391 -3.9687 0.0 0.0 0.0 -0.07
C 2.9080 -2.4778 -2.9249 0.0 0.0 0.0 -0.08
C 2.9710 -2.3422 1.1709 0.0 0.0 0.0 -0.29
C 2.8996 -3.4671 1.9902 0.0 0.0 0.0 -0.10
C 3.6394 -3.5228 3.1612 0.0 0.0 0.0 -0.08
C 4.4471 -2.4526 3.5239 0.0 0.0 0.0 -0.07
C 4.5181 -1.3278 2.7135 0.0 0.0 0.0 -0.06
C 3.7831 -1.2721 1.5383 0.0 0.0 0.0 -0.07
H 0.1393 -2.8014 0.9810 0.0 0.0 0.0 0.06
H 0.7341 -4.1488 0.0127 0.0 0.0 0.0 0.06
H -3.6816 -2.4439 -0.7513 0.0 0.0 0.0 0.11
H -5.5105 -3.8514 0.1600 0.0 0.0 0.0 0.11
H -5.0205 -6.1392 0.9556 0.0 0.0 0.0 0.11
H -2.7191 -7.0279 0.8269 0.0 0.0 0.0 0.11
H -0.9095 -5.6459 -0.0771 0.0 0.0 0.0 0.09
H 0.4642 -5.3095 -2.0731 0.0 0.0 0.0 0.10
H 1.1183 -6.0295 -4.3221 0.0 0.0 0.0 0.11
H 0.6262 -4.6047 -6.2786 0.0 0.0 0.0 0.11
H -0.5424 -2.4481 -5.9791 0.0 0.0 0.0 0.11
H -1.2176 -1.7178 -3.6999 0.0 0.0 0.0 0.10
H 3.5067 -4.7153 -0.4428 0.0 0.0 0.0 0.10
H 4.6036 -5.8894 -2.3057 0.0 0.0 0.0 0.11
H 4.6348 -4.8824 -4.5605 0.0 0.0 0.0 0.11
H 3.5530 -2.6956 -4.9558 0.0 0.0 0.0 0.11
H 2.4331 -1.5190 -3.0915 0.0 0.0 0.0 0.09
H 2.2561 -4.3009 1.7344 0.0 0.0 0.0 0.10
H 3.5844 -4.4001 3.7926 0.0 0.0 0.0 0.11
H 5.0220 -2.4966 4.4395 0.0 0.0 0.0 0.11
H 5.1457 -0.4933 2.9967 0.0 0.0 0.0 0.11
H 3.8198 -0.3928 0.9070 0.0 0.0 0.0 0.11
C 2.8307 1.5463 -4.1166 0.0 0.0 0.0 0.00
C 1.8798 2.4621 -3.4464 0.0 0.0 0.0 -0.32
N 1.9521 3.7516 -3.4143 0.0 0.0 0.0 0.13
N 0.8755 4.1316 -2.6597 0.0 0.0 0.0 0.03
C 0.1367 3.1098 -2.2198 0.0 0.1 0.1 -0.78
S -1.2385 3.1813 -1.2508 0.0 0.0 0.0 0.59
N 0.7783 2.0244 -2.7361 0.1 -0.1 -0.1 -0.09
N 0.3362 0.7320 -2.5453 0.0 0.0 0.0 0.08
H 3.5853 2.1368 -4.6288 0.0 0.0 0.0 0.09
H 2.3184 0.9152 -4.8444 0.0 0.0 0.0 0.09
H 3.3168 0.9003 -3.3835 0.0 0.0 0.0 0.08
H 0.7104 5.1037 -2.4620 0.0 0.0 0.0 0.16
H 0.0276 0.3180 -3.4138 0.0 0.0 0.0 0.10
H 0.9996 0.1585 -2.0162 0.0 0.0 0.0 0.03
C -0.2044 -3.1476 4.7434 0.0 0.0 0.0 -0.03
C -0.4375 -2.1470 3.6515 0.0 0.0 0.0 -0.26
C 0.5269 -1.2031 3.3153 0.0 0.0 0.0 -0.02
C 0.2708 -0.2911 2.3075 0.0 0.0 0.0 -0.13
N -0.8742 -0.2703 1.6201 0.0 -0.1 0.0 -0.04
C -1.8102 -1.1680 1.9451 0.0 0.0 0.0 -0.14
C -1.6335 -2.1129 2.9381 0.0 0.0 0.0 -0.02
H 0.8592 -3.3425 4.8761 0.0 0.0 0.0 0.07
H -0.7149 -4.0870 4.5335 0.0 0.0 0.0 0.09
H -0.5933 -2.7659 5.6895 0.0 0.0 0.0 0.10
H 1.4842 -1.1837 3.8220 0.0 0.0 0.0 0.12
H 1.0159 0.4399 2.0205 0.0 0.0 0.0 0.11
H -2.7256 -1.1353 1.3694 0.0 0.0 0.0 0.11
H -2.4235 -2.8240 3.1449 0.0 0.0 0.0 0.12

***

74
Properties=species:S:1:pos:R:3:forces:R:3:lowdin_spin:R:1 method="wB97M-V/def2-TZVPD" charge=-1 multiplicity=2 gap_ha="0.2410 / 0.1567" homo_ha="-0.1433 / -0.1331"
Hg -3.6497 1.4032 -1.4062 0.8 -0.7 -0.1 0.32
C -1.2270 3.4889 -3.0588 -0.1 -0.1 0.0 0.01
C -0.6966 2.2071 -3.6186 -0.1 -0.1 0.0 0.00
C 0.5434 2.1959 -4.2861 0.3 -0.3 -0.2 0.00
C 1.0736 0.9981 -4.6734 -0.1 0.2 0.1 0.00
C 0.3628 -0.1957 -4.4346 -0.4 0.1 0.2 0.00
C 0.8694 -1.4582 -4.7921 0.0 -0.3 -0.1 0.01
C 0.1002 -2.5781 -4.5897 0.6 0.2 -0.3 0.00
C -1.1789 -2.4751 -4.0587 -0.3 0.3 0.3 0.02
C -1.7221 -1.2544 -3.6783 0.3 -0.3 0.0 0.03
S -3.3332 -1.2397 -3.0974 -1.0 0.7 0.6 0.35
C -0.9282 -0.0727 -3.8348 0.7 -0.5 -0.4 0.01
N -1.4012 1.1167 -3.4297 -0.2 0.6 0.2 0.00
H -0.7596 4.3534 -3.5270 0.0 0.1 0.0 0.00
H -1.0166 3.5109 -1.9879 0.0 0.1 0.1 0.00
H -2.3069 3.5352 -3.1921 0.0 0.1 0.0 0.01
H 1.0625 3.1241 -4.4841 0.0 0.0 0.1 0.00
H 2.0320 0.9461 -5.1748 0.1 0.0 0.0 0.00
H 1.8611 -1.5269 -5.2253 0.0 0.0 0.0 0.00
H 0.4788 -3.5564 -4.8584 0.1 0.0 0.0 0.00
H -1.7900 -3.3600 -3.9498 0.0 -0.1 0.1 0.00
C -2.1237 -1.3754 6.2491 0.0 0.0 -0.1 0.00
C -1.7689 -1.2815 4.7934 0.0 0.0 0.0 0.00
C -0.4580 -1.3113 4.3591 -0.1 0.0 0.0 0.00
C -0.1184 -1.1612 3.0157 0.1 0.0 0.0 0.00
C 1.3507 -1.2898 2.7121 0.1 0.1 0.0 0.00
C -1.1152 -0.9507 2.0560 0.2 0.1 -0.1 0.00
As -0.9415 -0.4279 0.1010 0.1 -0.2 0.1 0.01
N -1.1793 1.3373 0.1773 -1.3 -0.2 -1.2 0.14
C -0.9078 2.2732 1.0867 0.5 0.3 0.4 0.01
C -1.5431 3.5369 1.0222 -0.2 -0.2 -0.1 0.01
C -1.1203 4.5920 1.7928 0.1 0.2 0.1 0.00
C -0.0601 4.4515 2.6794 0.1 0.2 0.2 0.01
C 0.5374 3.2060 2.8103 0.1 0.1 0.2 0.00
C 0.1118 2.1366 2.0576 -0.1 -0.2 -0.1 0.01
C 0.9708 -0.7966 -0.3297 -0.1 -0.1 0.1 0.01
C 1.9490 0.1270 -0.6970 -0.1 0.1 0.0 0.00
C 1.6612 1.5911 -0.8236 0.0 0.2 -0.1 0.00
C 3.2477 -0.3108 -0.9374 0.1 -0.1 0.0 0.00
C 3.5960 -1.6467 -0.8601 0.0 0.0 0.0 0.00
C 5.0048 -2.1133 -1.0870 0.0 0.0 0.0 0.00
C 2.5969 -2.5663 -0.5741 0.0 0.0 -0.1 0.00
C 1.2963 -2.1608 -0.3304 0.0 -0.1 0.0 0.00
C 0.2423 -3.1887 -0.0475 0.0 -0.1 0.0 0.00
C -2.4516 -0.9926 2.4891 0.0 -0.1 0.0 0.00
C -3.6067 -0.8533 1.5438 0.0 0.2 -0.2 0.00
C -2.7580 -1.1495 3.8320 0.2 0.0 0.1 0.00
H -1.2352 -1.5180 6.8599 0.0 0.0 0.1 0.00
H -2.8103 -2.2015 6.4340 0.0 0.0 0.1 0.00
H -2.6131 -0.4557 6.5691 0.0 0.0 0.1 0.00
H 0.3401 -1.4509 5.0804 0.0 0.0 0.0 0.00
H 1.9341 -0.9415 3.5661 0.0 0.0 0.0 0.00
H 1.6581 -0.7364 1.8291 0.0 0.0 0.2 0.00
H 1.6062 -2.3403 2.5468 0.0 0.0 -0.1 0.00
H -2.3790 3.6552 0.3411 0.0 0.0 -0.1 0.01
H -1.6180 5.5494 1.7054 -0.1 0.1 0.0 0.00
H 0.2857 5.2904 3.2679 0.0 0.0 0.0 0.00
H 1.3534 3.0643 3.5120 0.0 0.0 0.0 0.00
H 0.5970 1.1753 2.1502 0.1 0.0 0.0 0.00
H 0.6767 1.7477 -1.2612 0.1 0.1 0.1 0.00
H 2.4131 2.0739 -1.4471 0.1 0.0 -0.1 0.00
H 1.6710 2.0815 0.1527 -0.1 0.0 -0.1 0.00
H 4.0047 0.4218 -1.1880 0.1 0.1 -0.1 0.00
H 5.6419 -1.2940 -1.4111 0.1 0.1 0.0 0.00
H 5.0357 -2.8922 -1.8479 0.0 -0.1 -0.1 0.00
H 5.4172 -2.5333 -0.1690 0.1 0.0 0.0 0.00
H 2.8440 -3.6209 -0.5428 0.0 -0.1 0.0 0.00
H 0.6738 -4.1866 0.0182 0.0 0.0 0.0 0.00
H -0.5047 -3.1781 -0.8462 -0.1 -0.1 0.1 0.00
H -0.2708 -2.9727 0.8915 -0.1 -0.1 0.0 0.00
H -3.3687 -1.2598 0.5590 -0.2 0.1 0.0 0.00
H -3.8557 0.2046 1.4243 0.0 0.0 -0.1 0.01
H -4.4867 -1.3608 1.9340 -0.1 0.0 0.0 0.00
H -3.7962 -1.1591 4.1391 -0.1 0.0 0.0 0.00